{
  "formula": "C6H17NO3",
  "method": "the ωB97M-V functional and the def2-TZVPD basis",
  "species": ["C", "N", "C", "C", "C", "C", "C", "H", "H", "H", "H", "H", "H", "H", "H", "H", "H", "H", "H", "H", "O", "H", "H", "O", "H", "H", "O"],
  "coordinates": [[-1.567564, 1.370132, -0.592167], [1.041869, 2.138566, 0.469932], [0.663065, 0.762220, 0.419990], [-0.624299, 0.379233, 0.027885], [-1.053179, -0.988242, 0.098798], [-1.730225, -1.605596, -0.931034], [1.594367, -0.209524, 1.036291], [-2.424965, 0.938525, -1.109890], [-2.007264, 2.103080, 0.107903], [-1.159109, 2.032791, -1.376435], [0.324185, 2.801580, 0.214443], [1.519818, 2.450907, 1.311099], [-0.835813, -1.541376, 1.009711], [-2.097364, -2.626044, -0.823722], [-1.959804, -1.130118, -1.872948], [1.671749, -1.131996, 0.451479], [2.586066, 0.214935, 1.215100], [1.186518, -0.566063, 2.006061], [0.234959, 0.894320, -2.737849], [1.408358, 1.177026, -1.881677], [1.142160, 0.620897, -2.650395], [1.316560, -2.100260, -1.782017], [0.323365, -2.873663, -0.897420], [1.261458, -2.618512, -0.964396], [-1.953698, 0.120988, 3.121217], [-0.739011, 0.418844, 2.320206], [-1.004714, 0.156841, 3.218658]],
  "forces_ev_per_a": [[-0.423, 1.056, -0.640], [0.496, 0.301, -0.276], [-1.383, 0.196, -0.155], [0.560, 0.118, 0.578], [-0.290, 0.528, -0.226], [-0.342, -0.973, 0.202], [-0.030, -0.523, 0.582], [0.048, -0.469, 0.318], [0.225, -0.295, 0.187], [0.501, -0.046, -0.046], [-0.134, -0.173, 0.118], [-0.131, -0.180, 0.075], [0.338, -0.166, -0.238], [-0.086, 0.143, 0.035], [0.033, 0.181, -0.062], [0.099, 0.364, -0.074], [-0.044, -0.007, -0.058], [0.328, 0.210, 0.051], [-0.773, -0.132, -0.157], [-0.031, -0.760, -0.312], [0.899, 0.686, 0.365], [-0.264, 0.049, 0.351], [0.195, 0.565, -0.157], [0.248, -0.697, -0.448], [-0.469, -0.131, 0.035], [0.159, -0.081, -0.193], [0.269, 0.238, 0.144]],
  "mulliken_spin": [0.285, -0.087, 0.662, -0.494, 0.264, 0.328, 0.037, 0.040, 0.015, -0.053, -0.033, -0.006, 0.035, 0.007, 0.012, 0.005, 0.012, 0.024, 0.008, -0.001, -0.062, -0.016, 0.005, 0.042, -0.045, 0.018, -0.002],
  "max_force_ha_per_bohr": 0.027,
  "e_above_lowest_kcal_mol": 24.6,
  "multiplicity": 2,
  "total_charge": -1,
  "molar_mass_g_mol": 151.2,
  "homo_lumo_gap_ev": [3.60, 6.58]
}